18
Properties=species:S:1:pos:R:3:mulliken_charge:R:1 method="wB97M-V/def2-TZVPD" e_above_lowest_kj_mol=624.9 e_tot_ev=-15681.367 homo_lumo_gap_ev=8.51 lumo_energy_ev=-0.28 fmax_ev_per_a=3.91
C -0.33596 0.91477 -0.51175 -0.774
C -2.29985 0.84603 0.60948 -0.220
C 0.72591 1.56313 0.28504 -0.722
C 0.36263 -0.64963 1.38948 -2.051
C 1.58232 -0.56464 -0.93601 -1.493
C 0.74883 0.11242 0.14451 1.647
P -2.48502 -0.55169 -0.24267 0.114
H 0.45205 1.86605 1.32450 0.254
H -0.35588 1.05491 -1.59768 0.397
H 1.52721 2.10784 -0.20296 0.293
H -0.34983 -0.05589 1.93378 0.457
H 1.21825 -0.63026 1.95322 0.559
H -0.16649 -1.57205 1.21064 0.373
H 2.06913 -1.54008 -0.47987 0.322
H 0.99959 -1.00075 -1.68395 0.368
H 2.27232 0.07148 -1.44041 0.371
H -2.23331 -0.73757 -1.58317 0.049
H -3.73190 -1.23406 -0.17217 0.057